[1]
Computed, not measured: C12H13N3O6 in the gas phase, with the ωB97M-V functional and the def2-TZVPD basis.

Last column: natural (NBO) charge in e.
Cartesian coordinates (Å):
1 C -1.299 1.137 -4.099  -0.64
2 C -1.307 -0.073 -3.176  -0.07
3 O -0.267 0.001 -2.196  -0.51
4 C -0.522 0.741 -1.112  0.79
5 O -1.552 1.354 -0.945  -0.61
6 C 0.552 0.727 -0.107  -0.25
7 C 1.841 0.357 -0.252  0.31
8 C 2.488 -0.141 -1.499  -0.66
9 N 2.682 0.449 0.837  -0.63
10 C 2.434 1.225 1.960  0.79
11 O 3.299 1.464 2.768  -0.62
12 N 1.172 1.725 2.021  -0.61
13 C 0.081 1.156 1.271  -0.10
14 C -0.508 -0.044 1.973  0.33
15 C -0.382 -0.490 3.268  -0.32
16 C -1.138 -1.672 3.354  -0.22
17 C -1.666 -1.859 2.098  0.28
18 N -2.486 -2.892 1.592  0.50
19 O -2.781 -2.859 0.417  -0.37
20 O -2.829 -3.749 2.385  -0.38
21 O -1.279 -0.874 1.266  -0.37
22 H -2.063 1.016 -4.861  0.22
23 H -0.330 1.242 -4.582  0.21
24 H -1.511 2.039 -3.529  0.23
25 H -2.269 -0.152 -2.662  0.21
26 H -1.104 -0.993 -3.727  0.19
27 H 2.536 -1.230 -1.474  0.24
28 H 3.503 0.246 -1.579  0.22
29 H 1.916 0.146 -2.374  0.26
30 H 3.645 0.162 0.729  0.42
31 H 0.955 2.271 2.840  0.42
32 H -0.710 1.908 1.140  0.26
33 H 0.184 -0.033 4.053  0.24
34 H -1.284 -2.306 4.204  0.25

LUMO energy   -0.5 eV
Max |F|   1.6 eV Å⁻¹
ΔE to the lowest compared entry with this formula, charge and spin   0.0 kcal per mole
SMILES   CCOC(=O)C1=C(C)NC(=O)N[C@@H]1c1ccc([N+](=O)[O-])o1
Total charge   0
E_HOMO   -9.2 eV



[2]
Computed, not measured: C12H13NO in the gas phase, with the ωB97M-V functional and the def2-TZVPD basis.

Last column: natural (NBO) charge in e.
Cartesian coordinates (Å):
1 C -3.808 -0.151 -0.676  -0.21
2 C -3.122 1.081 -0.599  -0.21
3 C -3.104 -1.348 -0.311  -0.19
4 C -1.781 1.079 -0.204  -0.20
5 C -1.786 -1.275 0.112  -0.23
6 C -1.121 -0.112 0.256  -0.03
7 C 1.535 1.042 -0.522  -0.17
8 C 2.525 0.103 -0.641  -0.15
9 C 2.250 -1.151 0.209  0.22
10 C 0.191 -0.011 0.834  0.22
11 C 3.717 0.169 -1.466  -0.65
12 C 0.096 0.716 2.157  -0.64
13 N 1.048 -1.129 0.976  -0.19
14 O 1.236 -2.025 -0.162  -0.36
15 H -4.784 -0.291 -1.079  0.21
16 H -3.673 1.979 -0.704  0.21
17 H -3.636 -2.236 -0.225  0.21
18 H -1.368 2.057 -0.120  0.21
19 H -1.492 -2.195 0.594  0.22
20 H 1.375 1.951 -1.093  0.19
21 H 3.149 -1.612 0.650  0.18
22 H 4.065 1.231 -1.753  0.22
23 H 3.691 -0.406 -2.425  0.23
24 H 4.620 -0.150 -1.011  0.22
25 H 1.182 0.662 2.604  0.23
26 H -0.731 0.239 2.653  0.22
27 H -0.272 1.780 1.946  0.23

LUMO energy   0.8 eV
Max |F|   4.4 eV Å⁻¹
ΔE to the lowest compared entry with this formula, charge and spin   134.7 kcal per mole
Total charge   0
E_HOMO   -8.4 eV



[3]
Computed, not measured: C12H13NO5S in the gas phase, with the ωB97M-V functional and the def2-TZVPD basis.

Last column: natural (NBO) charge in e.
Cartesian coordinates (Å):
1 C -2.820 -2.393 1.093  -0.25
2 O -3.268 -1.284 0.422  -0.49
3 C -3.961 -1.089 -0.547  0.80
4 O -4.339 -2.049 -1.123  -0.63
5 C -4.158 0.487 -1.077  -0.31
6 N -3.459 1.393 -0.193  -0.62
7 C -2.145 1.774 -0.484  0.64
8 O -1.808 1.922 -1.578  -0.55
9 C -1.524 2.655 0.532  -0.17
10 O -0.038 2.361 0.334  -0.49
11 C 0.314 1.061 0.616  0.77
12 O -0.322 0.008 0.791  -0.62
13 C 1.778 0.943 0.295  -0.28
14 C 2.540 -0.087 0.107  -0.18
15 C 3.791 -0.351 0.017  -0.27
16 C 4.440 -1.604 -0.253  -0.21
17 C 5.735 -1.367 -0.295  -0.25
18 C 6.219 -0.047 -0.552  -0.42
19 S 4.851 0.973 -0.234  0.49
20 H -3.290 -2.680 1.891  0.18
21 H -1.653 -2.221 1.224  0.22
22 H -2.977 -3.158 0.189  0.21
23 H -5.198 0.790 -0.958  0.22
24 H -3.821 0.597 -2.106  0.26
25 H -3.577 1.260 0.958  0.39
26 H -1.704 2.018 1.510  0.19
27 H -1.569 3.722 0.586  0.24
28 H 2.253 1.890 0.144  0.19
29 H 1.886 -0.924 0.321  0.23
30 H 4.009 -2.730 -0.006  0.25
31 H 6.618 -2.267 -0.550  0.22
32 H 7.196 0.397 -1.074  0.27

LUMO energy   -0.6 eV
Max |F|   10.0 eV Å⁻¹
ΔE to the lowest compared entry with this formula, charge and spin   144.1 kcal per mole
SMILES   COC(=O)CNC(=O)COC(=O)/C=C/c1cccs1
Total charge   0
E_HOMO   -8.2 eV



[4]
Computed, not measured: a molecular structure, C12H13NPPd, with the ωB97M-V functional and the def2-TZVPD basis.

Last column: Löwdin charge in e.
Cartesian coordinates (Å):
1 C 2.725 2.472 -1.008  -0.13
2 C 3.751 2.471 0.048  0.02
3 C 3.285 3.250 1.186  0.03
4 C 1.897 3.621 0.853  0.01
5 C 1.599 3.179 -0.471  -0.07
6 Pd 0.998 0.884 -2.200  0.51
7 P 1.806 -1.007 -3.001  0.67
8 H 3.070 2.341 -2.059  0.10
9 H 4.739 1.976 -0.028  0.13
10 H 3.831 3.549 2.119  0.14
11 H 0.624 3.354 -1.046  0.14
12 H 1.223 4.112 1.550  0.12
13 H 1.921 -2.198 -2.248  -0.08
14 H 3.102 -0.896 -3.556  -0.10
15 H 1.015 -1.381 -4.146  -0.07
16 N -0.210 -0.040 -0.808  -0.08
17 C -0.949 -0.508 -0.017  -0.17
18 C -1.958 -1.269 0.730  -0.25
19 C -1.618 -2.500 1.343  -0.07
20 C -2.616 -3.363 1.820  -0.10
21 C -3.962 -3.059 1.686  -0.11
22 C -4.312 -1.789 1.211  -0.08
23 C -3.319 -0.893 0.769  -0.07
24 H -0.574 -2.779 1.434  0.10
25 H -2.337 -4.303 2.306  0.11
26 H -4.745 -3.783 1.962  0.11
27 H -5.360 -1.525 1.169  0.10
28 H -3.625 0.084 0.406  0.10

LUMO energy (spin up / spin down)   -3.8 / -7.4 eV
2S+1   5
Max |F|   4.8 eV Å⁻¹
ΔE to the lowest compared entry with this formula, charge and spin   55.8 kcal per mole
Total charge   +1
E_HOMO (spin up / spin down)   -6.9 / -10.7 eV



[5]
Computed, not measured: 7 unconnected molecules or ions with the total composition C12H14B2Br2N2O22, with the ωB97M-V functional and the def2-TZVPD basis.

Last column: natural (NBO) charge in e.
Cartesian coordinates (Å):
1 N -11.085 7.096 0.711  -0.95
2 H -11.426 6.831 1.678  0.49
3 H -10.533 6.216 0.497  0.49
4 H -10.437 7.875 0.789  0.44
5 H -11.907 7.281 0.146  0.42
6 N -8.741 4.589 3.127  -0.92
7 H -9.643 4.571 3.611  0.47
8 H -8.305 3.678 3.089  0.43
9 H -8.132 5.254 3.608  0.43
10 H -9.003 4.943 2.195  0.48
11 O -14.864 8.545 0.052  -0.58
12 C -14.881 7.435 0.509  0.66
13 O -14.619 6.313 -0.121  -0.66
14 B -14.878 5.175 0.814  1.15
15 O -15.041 5.826 2.128  -0.64
16 C -15.221 7.115 1.961  0.67
17 O -15.521 7.933 2.772  -0.54
18 O -13.730 4.254 0.883  -0.65
19 C -14.113 3.028 0.569  0.68
20 O -13.510 2.008 0.713  -0.54
21 C -15.598 3.136 0.131  0.68
22 O -16.006 4.371 0.360  -0.66
23 O -16.262 2.317 -0.434  -0.58
24 O -8.107 6.856 4.797  -0.61
25 C -8.654 7.877 4.443  0.70
26 O -9.014 8.860 5.221  -0.62
27 B -9.772 9.844 4.424  1.15
28 O -9.608 9.402 3.015  -0.64
29 C -8.995 8.241 2.996  0.71
30 O -8.826 7.546 2.030  -0.60
31 O -11.181 9.925 4.830  -0.64
32 C -11.477 11.207 5.075  0.67
33 O -12.571 11.626 5.276  -0.54
34 C -10.196 12.038 4.951  0.68
35 O -9.221 11.179 4.688  -0.66
36 O -10.066 13.200 5.184  -0.56
37 O -9.513 3.108 -1.010  -0.71
38 C -9.238 3.573 0.249  0.97
39 O -9.436 4.833 0.446  -0.89
40 O -8.932 2.771 1.143  -0.75
41 H -9.870 3.937 -1.375  0.48
42 O -12.916 5.409 4.848  -0.71
43 C -11.921 5.383 3.908  0.98
44 O -11.386 4.269 3.731  -0.81
45 O -11.549 6.435 3.340  -0.83
46 H -12.871 4.498 5.170  0.48
47 Br -5.997 10.845 -4.327  -0.05
48 C -7.640 10.191 -3.500  -0.43
49 C -7.559 10.196 -1.984  -0.44
50 Br -9.192 9.342 -1.286  0.01
51 H -7.692 9.222 -3.985  0.23
52 H -8.475 10.783 -3.869  0.22
53 H -7.486 11.188 -1.557  0.23
54 H -6.689 9.574 -1.791  0.23

LUMO energy   3.1 eV
Max |F|   2.4 eV Å⁻¹
ΔE to the lowest compared entry with this formula, charge and spin   3.0 kcal per mole
Total charge   -2
E_HOMO   -4.3 eV



[6]
Computed, not measured: a molecular structure, C12H14BBeN9, with the ωB97M-V functional and the def2-TZVPD basis.

Last column: natural (NBO) charge in e.
Cartesian coordinates (Å):
1 C -1.789 1.599 -1.768  -0.03
2 N -0.935 1.021 -0.881  -0.62
3 N -0.650 -0.277 -1.315  -0.29
4 C -1.333 -0.447 -2.475  0.06
5 C -2.077 0.684 -2.784  -0.30
6 B 0.531 -1.439 -0.960  0.60
7 N 1.908 -0.735 -1.127  -0.39
8 N 2.104 0.405 -0.373  -0.39
9 C 3.224 0.974 -0.819  -0.03
10 C 3.804 0.189 -1.829  -0.32
11 C 2.924 -0.884 -2.015  0.01
12 Be -0.994 2.052 0.390  1.66
13 N 0.530 -2.491 0.294  -0.34
14 N 1.073 -2.162 1.547  0.01
15 C 0.446 -2.924 2.452  -0.07
16 C -0.107 -4.028 1.804  -0.13
17 C 0.007 -3.745 0.427  0.18
18 H 0.373 -2.638 3.488  0.26
19 H -0.230 -4.373 -0.435  0.27
20 H -0.585 -4.863 2.263  0.27
21 H 0.466 -2.174 -1.921  -0.03
22 H 2.922 -1.685 -2.736  0.24
23 H -1.160 -1.347 -3.044  0.26
24 H 4.719 0.394 -2.339  0.25
25 H -2.729 0.826 -3.623  0.27
26 H 3.576 1.906 -0.402  0.21
27 H -2.201 2.583 -1.621  0.23
28 H 0.428 1.049 0.759  0.33
29 C 0.585 2.097 1.080  -0.93
30 H 1.567 2.272 0.635  0.34
31 H -0.075 2.910 0.566  0.05
32 H 0.638 2.186 2.182  0.29
33 N -2.192 1.976 1.441  -0.66
34 C -2.938 1.770 2.315  0.68
35 N -3.766 1.876 3.316  -0.32
36 C -3.953 3.152 3.645  0.42
37 N -4.109 4.291 3.865  -0.02

LUMO energy (spin up / spin down)   -11.4 / -9.7 eV
Max |F|   4.9 eV Å⁻¹
ΔE to the lowest compared entry with this formula, charge and spin   139.1 kcal per mole
Total charge   +2
E_HOMO (spin up / spin down)   -14.1 / -14.1 eV



[7]
Computed, not measured: a molecular structure, C12H14BCl3N6O2Zr, with the ωB97M-V functional and the def2-TZVPD basis.

Last column: natural (NBO) charge in e.
Cartesian coordinates (Å):
1 C -0.849 -3.217 -0.197  0.09
2 N -0.451 -1.952 -0.494  -0.50
3 N 0.077 -1.994 -1.807  -0.27
4 C -0.058 -3.258 -2.295  0.14
5 C -0.651 -4.051 -1.294  -0.08
6 B 0.683 -0.572 -2.252  0.51
7 N -0.355 0.626 -2.219  -0.25
8 N -0.956 1.077 -1.031  -0.45
9 C -1.730 2.156 -1.382  0.10
10 C -1.679 2.330 -2.772  0.00
11 C -0.793 1.371 -3.253  0.10
12 Zr -0.323 -0.187 0.771  2.40
13 N 1.877 -0.121 -1.306  -0.26
14 N 1.673 0.155 0.029  -0.47
15 C 2.854 0.628 0.563  0.10
16 C 3.790 0.641 -0.458  -0.02
17 C 3.135 0.218 -1.628  0.12
18 H 2.959 0.967 1.585  0.31
19 H 3.515 0.161 -2.650  0.31
20 H 4.817 0.903 -0.378  0.32
21 H 1.115 -0.632 -3.362  0.06
22 H -0.436 1.227 -4.272  0.31
23 H 0.290 -3.628 -3.256  0.32
24 H -2.224 3.046 -3.360  0.32
25 H -0.850 -5.104 -1.316  0.32
26 H -2.293 2.752 -0.664  0.31
27 H -1.244 -3.455 0.766  0.28
28 H -1.201 2.607 1.773  0.09
29 C -1.541 3.537 2.301  -0.81
30 H -1.427 4.394 1.625  0.25
31 H -2.614 3.446 2.585  0.26
32 H -0.945 3.689 3.205  0.26
33 Cl -1.273 -2.977 4.170  0.27
34 C -1.125 -1.274 3.954  -0.12
35 Cl -2.328 -0.760 2.194  -0.14
36 Cl -1.798 -0.333 5.237  0.31
37 C 0.434 -0.925 3.736  0.72
38 O 1.287 -1.208 4.564  -0.36
39 O 0.638 -0.281 2.591  -0.84

LUMO energy (spin up / spin down)   -19.8 / -19.8 eV
Max |F|   4.5 eV Å⁻¹
Total charge   +4
E_HOMO (spin up / spin down)   -22.6 / -22.6 eV